# 1
ORCA calculation (ωB97M-V/def2-TZVPD) on a 2-piece molecular cluster, CH5N3O overall in a non-equilibrium geometry.

The geometry in XYZ format:
```
10
Properties=species:S:1:pos:R:3:nbo_charge:R:1
C -0.361 0.888 -0.405 -0.2465
N 0.223 -0.281 -0.597 -0.2065
N 0.659 -1.154 0.252 -0.5737
H -0.106 1.300 0.624 0.1431
H -0.824 1.420 -1.193 0.1985
H 0.485 -0.892 1.286 0.3266
H 1.415 -1.655 0.000 0.3782
N -2.647 -1.052 -0.573 -0.0023
O -2.242 -2.167 -0.744 -0.2545
H -2.620 -0.567 -1.566 0.2371
```

Energy relative to the best compared isomer or geometry (same formula, charge and spin): 477.5 kJ/mol
Total charge: 0
E_HOMO: -8.5204 eV
SMILES: C=NN.N=O
Multiplicity: 1
Orbital gap: 8.77 eV

***

# 2
ORCA calculation (ωB97M-V/def2-TZVPD) on CH5N3O as an isolated structure in a non-equilibrium geometry.

The geometry in XYZ format:
```
10
Properties=species:S:1:pos:R:3:nbo_charge:R:1
C 0.652 0.338 0.081 0.7237
H -1.658 0.842 1.016 0.3720
H -2.322 0.423 -0.633 0.3730
H -0.546 -1.361 0.305 0.3571
H 1.458 -1.017 -0.776 0.3725
H 2.522 0.054 -0.194 0.3796
N -1.889 0.106 0.271 -0.6886
N -0.635 -0.495 -0.326 -0.5192
N 1.826 -0.471 0.339 -0.7810
O 0.592 1.581 -0.082 -0.5892
```

Energy relative to the best compared isomer or geometry (same formula, charge and spin): 259.4 kJ/mol
Total charge: 0
E_HOMO: -9.9577 eV
Multiplicity: 1
Orbital gap: 10.33 eV

***

# 3
ORCA calculation (ωB97M-V/def2-TZVPD) on a 2-piece molecular cluster, CH5N3O overall in a non-equilibrium geometry.

The geometry in XYZ format:
```
10
Properties=species:S:1:pos:R:3:nbo_charge:R:1
C -0.009 0.694 0.034 0.2240
H -2.723 -1.151 -0.189 0.3708
H -2.574 0.384 0.847 0.3552
H -0.299 1.712 0.053 0.1722
H 1.969 1.149 0.288 0.3691
H 0.552 -1.637 -0.226 0.4603
N -2.206 -0.068 -0.098 -0.6726
N -0.768 -0.294 0.023 -0.3802
N 1.343 0.540 -0.203 -0.3083
O 1.818 -0.734 0.121 -0.5903
```

Energy relative to the best compared isomer or geometry (same formula, charge and spin): 594.8 kJ/mol
Total charge: 0
E_HOMO: -8.2497 eV
Multiplicity: 1
Orbital gap: 8.54 eV

***

# 4
ORCA calculation (ωB97M-V/def2-TZVPD) on one molecule with the formula CH5N3O2S in a non-equilibrium geometry.

The geometry in XYZ format:
```
12
Properties=species:S:1:pos:R:3:nbo_charge:R:1
O 1.230 1.586 -0.270 -0.5994
N -0.053 1.129 0.045 -0.2304
C -0.167 -0.152 -0.148 0.4529
N 0.937 -0.950 -0.551 -0.3374
O 2.030 -0.869 0.315 -0.5656
N -1.378 -0.791 -0.127 -0.7557
S -2.828 0.106 -0.128 0.1954
H 1.177 2.541 -0.160 0.4870
H 0.689 -1.950 -0.617 0.3666
H 2.433 -0.016 0.099 0.4882
H -1.413 -1.537 0.585 0.3951
H -2.658 0.902 0.958 0.1033
```

Energy relative to the best compared isomer or geometry (same formula, charge and spin): 338.3 kJ/mol
Total charge: 0
E_HOMO: -8.8715 eV
SMILES: O/N=C(\NO)NS
Multiplicity: 1
Orbital gap: 9.59 eV

***

no.,E (hartree)
1,-280.42264
2,-280.50572
3,-280.37795
4,-753.90864